Computed, not measured: a 11-piece molecular cluster, C33H66N15O24S overall at a distorted geometry, with wB97M-V/def2-TZVPD.

Geometry as XYZ:
```
139
Properties=species:S:1:pos:R:3:forces:R:3
C -3.081 2.331 1.051 0.192 -0.819 0.741
C -4.401 1.623 1.091 -0.081 0.253 -0.468
O -4.323 0.279 0.661 -0.201 0.391 -0.432
C -3.679 -0.508 1.589 -0.158 -0.628 0.321
C -2.910 -1.568 0.855 -0.365 0.359 -0.297
N -2.250 -2.395 1.829 0.039 -0.293 -0.550
C -0.985 -2.487 2.098 -1.057 0.463 -0.526
N -0.055 -1.765 1.358 -0.014 0.113 -0.053
C 0.841 -1.143 2.331 1.064 0.032 0.253
N 1.861 -0.253 1.791 -1.138 0.741 -1.078
C 1.709 1.110 2.281 -0.677 0.652 0.029
C 2.930 1.702 2.875 0.246 -0.463 -0.817
O 0.678 1.728 2.182 0.060 -0.630 0.073
C 1.986 -0.218 0.311 1.384 -1.171 -0.176
C 1.111 0.536 -0.641 0.165 -0.302 0.860
O 2.917 -0.836 -0.144 -0.496 -0.012 0.347
C 1.517 -2.163 3.287 0.566 -0.156 -0.572
S 3.292 -2.260 2.919 0.477 0.515 -0.531
C 0.819 -3.518 3.268 -0.080 -0.516 -0.444
C 0.964 -4.203 4.592 -0.896 0.471 0.668
C 0.325 -3.391 5.709 0.732 -0.143 0.495
C 1.283 -2.648 6.604 -0.034 1.176 0.634
N 2.531 -3.225 6.960 -0.411 -0.289 0.193
O 0.979 -1.549 7.021 0.385 -0.562 -0.510
C 1.217 -4.467 2.087 0.499 0.784 0.280
C 1.942 -5.734 2.390 -1.759 2.553 -0.343
C 3.201 -5.775 2.795 1.338 3.898 0.365
C 3.826 -6.901 3.008 4.204 -0.516 1.296
C 3.221 -8.046 2.814 0.868 -3.354 0.239
C 1.956 -8.025 2.422 -0.818 -3.523 -0.413
C 1.317 -6.897 2.209 -3.717 0.136 -0.947
C -0.102 -6.988 1.765 0.245 0.472 -0.091
N -0.642 -3.253 3.122 1.173 -0.691 -0.354
H -2.484 1.933 0.259 0.327 -0.016 -0.869
H -2.535 2.124 1.954 0.471 0.227 0.538
H -3.218 3.380 0.945 0.013 0.877 -0.092
H -5.047 2.118 0.411 -0.832 0.218 -0.701
H -4.859 1.685 2.065 -0.241 -0.051 0.610
H -4.400 -1.038 2.194 -0.318 0.025 0.503
H -3.039 0.048 2.259 0.472 0.310 0.141
H -3.615 -2.169 0.318 -0.433 -0.505 -0.326
H -2.267 -1.134 0.119 0.845 0.136 -0.119
H -2.869 -2.953 2.395 -0.264 -0.079 0.304
H 0.422 -2.442 0.765 0.238 0.124 -0.194
H 0.186 -0.548 2.940 -0.444 0.414 0.340
H 3.754 1.034 2.756 0.587 -0.537 0.175
H 2.767 1.924 3.908 -0.106 0.358 0.628
H 3.160 2.576 2.298 0.053 0.831 0.044
H 1.676 1.400 -0.932 0.046 0.683 -0.196
H 1.018 -0.083 -1.501 0.044 -0.430 -0.726
H 0.131 0.777 -0.306 -0.599 0.462 0.523
H 1.464 -1.714 4.254 -0.293 0.127 0.800
H 3.710 -2.928 3.991 -0.288 -0.270 0.374
H 0.466 -5.151 4.543 -0.126 -0.765 -0.125
H 1.987 -4.363 4.838 0.853 -0.379 -0.108
H -0.344 -2.639 5.357 -0.622 0.360 -0.246
H -0.246 -4.031 6.350 -0.391 -0.452 0.418
H 2.478 -4.232 7.040 -0.013 -0.199 -0.178
H 3.244 -2.988 6.292 0.448 0.327 0.069
H 1.823 -3.938 1.375 0.421 0.506 -0.357
H 0.320 -4.722 1.566 -0.619 -0.131 -0.352
H 3.757 -4.881 2.936 0.216 0.726 0.005
H 4.849 -6.897 3.306 0.674 0.102 0.232
H 3.724 -8.971 2.955 0.412 -0.699 0.130
H 1.447 -8.942 2.240 -0.337 -0.676 -0.070
H -0.729 -6.393 2.399 -0.644 0.147 0.463
H -0.186 -6.589 0.773 -0.268 0.085 -0.734
H -0.433 -8.002 1.767 -0.368 -0.589 0.007
H -1.125 -4.137 3.035 -0.539 -0.233 1.013
C 0.877 4.601 -1.120 0.172 -0.021 0.146
N 0.021 5.698 -1.647 0.141 -0.277 0.056
O 0.330 6.831 -1.374 0.006 0.344 0.020
O -0.931 5.371 -2.327 -0.064 -0.005 -0.002
H 1.685 5.037 -0.545 -0.001 0.140 -0.016
H 0.253 3.966 -0.497 -0.069 -0.062 -0.128
H 1.262 4.052 -1.973 -0.135 -0.099 -0.034
C -2.858 -6.964 6.833 0.016 -0.114 0.213
N -2.484 -5.899 5.876 -0.032 -0.070 0.033
O -2.596 -4.748 6.221 -0.089 0.350 0.030
O -2.050 -6.247 4.790 0.119 -0.047 -0.229
H -3.210 -6.498 7.745 -0.008 0.115 -0.011
H -3.636 -7.569 6.378 0.088 -0.054 -0.120
H -1.941 -7.532 7.004 -0.432 0.034 -0.021
C 1.949 -8.121 5.897 0.115 0.050 0.070
N 0.864 -7.514 6.710 0.123 -0.195 -0.100
O 1.026 -6.393 7.137 -0.035 0.360 0.045
O -0.129 -8.186 6.893 0.266 -0.189 -0.007
H 2.759 -7.408 5.819 0.004 0.066 0.007
H 2.267 -9.026 6.406 -0.067 -0.073 -0.021
H 1.533 -8.348 4.922 -0.058 -0.068 0.031
C 0.272 0.695 -4.958 -0.066 -0.030 -0.128
N 0.273 1.949 -4.158 -0.130 -0.263 0.067
O 0.444 2.989 -4.746 0.072 0.335 0.030
O 0.103 1.835 -2.958 0.056 0.081 -0.185
H 0.440 0.952 -5.996 0.008 0.069 -0.031
H 1.069 0.065 -4.577 -0.028 -0.032 0.078
H -0.699 0.228 -4.822 -0.006 -0.021 0.079
C -3.024 4.844 -4.799 0.035 0.112 0.264
N -3.298 3.395 -5.001 0.122 0.355 0.248
O -2.949 2.624 -4.132 0.084 -0.212 0.054
O -3.856 3.073 -6.025 -0.058 -0.216 -0.288
H -2.525 4.972 -3.846 0.016 -0.096 -0.053
H -2.391 5.171 -5.618 -0.057 0.000 -0.091
H -3.980 5.360 -4.817 -0.039 -0.043 -0.173
C 2.705 6.005 -4.467 -0.173 -0.302 0.119
N 4.005 5.400 -4.077 -0.208 0.062 -0.054
O 4.741 5.015 -4.957 0.167 -0.071 -0.161
O 4.244 5.329 -2.890 0.005 -0.069 0.242
H 2.623 6.000 -5.541 0.033 -0.066 -0.118
H 1.920 5.401 -4.019 0.021 -0.007 0.061
H 2.686 7.015 -4.084 -0.030 0.053 0.137
C -6.382 4.201 -7.797 0.163 -0.125 0.048
N -6.831 5.322 -6.925 0.157 -0.190 -0.056
O -6.208 5.529 -5.903 0.096 0.036 0.162
O -7.790 5.955 -7.292 -0.251 0.160 -0.094
H -5.521 3.734 -7.339 0.024 0.041 0.064
H -7.209 3.503 -7.880 -0.096 0.070 -0.077
H -6.131 4.621 -8.765 -0.125 0.042 -0.052
C -7.685 -1.693 3.812 0.127 0.030 0.157
N -6.954 -2.278 2.655 -0.064 0.028 0.144
O -5.770 -2.536 2.798 0.160 -0.162 0.148
O -7.578 -2.461 1.644 -0.147 -0.046 -0.261
H -6.995 -1.590 4.639 0.069 -0.021 0.004
H -8.069 -0.728 3.497 -0.095 -0.022 -0.066
H -8.496 -2.371 4.059 -0.086 0.018 -0.076
C 4.171 8.779 -7.922 -0.402 -0.208 0.379
N 3.009 8.191 -7.186 0.184 0.126 -0.085
O 2.980 8.302 -5.977 0.080 0.377 -0.011
O 2.159 7.629 -7.839 -0.136 -0.134 -0.152
H 4.831 9.236 -7.206 -0.002 0.024 0.208
H 4.656 7.967 -8.447 -0.036 -0.021 -0.138
H 3.769 9.507 -8.614 -0.031 -0.034 -0.142
C 7.557 10.487 -10.736 0.119 0.081 0.108
N 6.384 9.889 -10.041 0.363 0.210 -0.001
O 6.329 9.989 -8.831 0.257 0.134 -0.160
O 5.559 9.341 -10.733 -0.213 -0.137 -0.118
H 8.201 10.937 -9.992 -0.011 0.002 0.075
H 8.064 9.686 -11.263 -0.059 -0.020 -0.093
H 7.178 11.230 -11.430 -0.038 -0.055 -0.089
```
Positions in Å, forces in eV/Å.

Properties
Spin multiplicity ... 1
Charge ... +1
Gap between HOMO and LUMO ... 9.1 eV
E_LUMO ... -2.57 eV
Calculated total energy ... -117582.716 eV
E_HOMO ... -11.68 eV

Atom charges from the Löwdin analysis, given in e for atoms 1 to 2: -0.06 -0.25